A single C3H8O2P2S2 molecule in a non-equilibrium geometry. Source: OMol25; level of theory: ωB97M-V with the def2-TZVPD basis set.

Last column: Löwdin charge in e.
Geometry (Å):
C -0.1934 -1.7003 -0.7987  -0.245
P 1.0412 -1.0354 0.0533  0.353
O 1.8751 -2.1011 0.8398  -0.231
C 0.5567 0.0174 1.4928  -0.515
P 0.3046 1.8188 1.0910  0.623
O -1.2192 1.7007 0.3477  -0.577
C -2.1875 1.5623 -0.8096  -0.054
S 1.5868 1.9848 -0.6426  0.084
S 2.6692 0.2408 -0.7370  0.168
H 0.0433 -2.7180 -0.9079  -0.030
H -0.7978 -1.1573 -1.4808  -0.027
H 2.2647 -2.9307 0.6135  0.087
H -0.3406 -0.2717 2.0419  0.052
H 1.5577 0.0155 2.1611  0.102
H -3.1978 1.8899 -0.5217  0.082
H -1.8128 2.1860 -1.6102  0.064
H -2.1502 0.4984 -1.1326  0.062

The calculation puts the LUMO energy at 0.1 eV. As for the strongest force on any atom: 3.3 eV Å⁻¹. The calculation puts the HOMO-LUMO gap at 0.2848 hartree. The multiplicity is 1. The relative energy (zero: lowest compared OMol25 entry of this formula, charge and spin) is 25.7 kcal per mole. The total energy is -47582.6014 eV. Its SMILES is C=[P@]1(O)CP(OC)SS1. Its total charge is 0.



A single C4H6ClNS molecule in a non-equilibrium geometry. Source: OMol25; level of theory: ωB97M-V with the def2-TZVPD basis set.

Last column: Löwdin charge in e.
Geometry (Å):
C 1.5760 1.0358 0.1064  -0.055
C 0.2259 0.3469 -0.0459  -0.462
N -0.9006 1.0603 -0.0749  0.044
C 0.1494 -1.0242 -0.2050  -0.770
Cl 1.4042 -2.1048 -0.0760  0.722
C -1.1978 -1.5931 0.1615  -0.575
S -2.7820 -1.0136 -0.0174  0.621
H 2.0309 0.9234 1.2751  0.154
H 2.0849 0.1936 -0.5831  0.078
H 1.6249 2.1318 -0.2030  0.086
H -1.9131 0.7211 -0.2029  -0.051
H -1.0660 2.0481 -0.4817  0.156
H -1.2368 -2.7253 0.3469  0.053

The calculation puts the LUMO energy at -0.3 eV. As for the strongest force on any atom: 5.6 eV Å⁻¹. The calculation puts the HOMO-LUMO gap at 0.2921 hartree. The multiplicity is 1. The relative energy (zero: lowest compared OMol25 entry of this formula, charge and spin) is 54.6 kcal per mole. The total energy is -29090.3738 eV. Its SMILES is C/C(N)=C(\Cl)C=S. Its total charge is 0.